{
  "formula": "C2H3N3O",
  "method": "ωB97M-V/def2-TZVPD",
  "species": ["N", "C", "C", "N", "N", "O", "H", "H", "H"],
  "coordinates": [[0.33484, 1.06405, 0.53003], [-0.48811, 0.05507, 0.15238], [-0.22182, -1.02922, -0.64061], [0.99303, -1.14012, -1.08379], [2.01003, -1.36086, -1.53621], [-1.72286, 0.23040, 0.64831], [0.01584, 1.70381, 1.24028], [1.32643, 0.99319, 0.36975], [-2.24737, -0.51632, 0.31987]],
  "forces_ev_per_angstrom": [[0.0, -0.1, 0.0], [0.2, 0.1, 0.0], [-0.1, 0.1, 0.1], [1.2, -0.2, -0.5], [-1.3, 0.3, 0.6], [0.0, -0.2, -0.1], [0.0, -0.1, -0.1], [-0.2, 0.0, 0.0], [0.0, 0.1, 0.1]],
  "homo_energy_ev": -8.4713,
  "orbital_gap_ev": 9.174,
  "charge": 0
}

---

{
  "formula": "C41H49ClF2GeNO2Si2TeV",
  "method": "ωB97M-V/def2-TZVPD",
  "species": ["V", "F", "C", "C", "C", "C", "C", "F", "C", "C", "C", "C", "C", "C", "N", "H", "H", "H", "H", "H", "H", "C", "Si", "C", "C", "C", "Te", "C", "Si", "C", "C", "C", "H", "H", "H", "H", "H", "H", "H", "H", "H", "H", "H", "H", "H", "H", "H", "H", "H", "H", "H", "H", "H", "H", "O", "C", "O", "C", "C", "Ge", "C", "C", "C", "C", "C", "C", "C", "C", "C", "C", "C", "C", "C", "C", "C", "C", "C", "C", "H", "H", "H", "H", "H", "H", "H", "H", "H", "H", "H", "H", "H", "H", "H", "H", "H", "H", "H", "Cl", "C", "H", "H"],
  "coordinates": [[0.34521, -2.28851, 0.01875], [2.17164, -2.49075, 5.16252], [1.29388, -2.90814, 4.20815], [1.41504, -2.45203, 2.92500], [0.50011, -2.86966, 1.93032], [-0.48396, -3.83207, 2.30827], [-0.57155, -4.23031, 3.64583], [-1.54632, -5.10429, 4.04687], [0.28997, -3.78910, 4.61648], [-1.25793, -4.35468, 1.21291], [-2.21736, -5.37825, 1.26302], [-2.80314, -5.84306, 0.11667], [-2.43484, -5.27779, -1.09972], [-1.51250, -4.26206, -1.09434], [-0.91667, -3.79016, 0.01594], [2.22617, -1.76967, 2.69222], [0.20031, -4.11826, 5.63994], [-2.48619, -5.79577, 2.21845], [-3.53742, -6.63380, 0.15807], [-2.87271, -5.60582, -2.03160], [-1.22494, -3.76252, -2.01607], [-2.53125, -2.09130, -5.13785], [-2.57447, -0.69193, -3.88345], [-3.42440, 0.78202, -4.69423], [-3.66586, -1.24878, -2.46951], [-0.84920, -0.05629, -3.43568], [0.80028, -1.33676, -2.87884], [0.99188, -2.22673, -4.84227], [2.59501, -1.67497, -5.64249], [2.60192, 0.18945, -5.83576], [4.04635, -2.21651, -4.59258], [2.73812, -2.45083, -7.35100], [-3.54982, -2.42611, -5.33794], [-1.96885, -2.94588, -4.76839], [-2.09532, -1.78146, -6.08581], [-4.46123, 0.54930, -4.93584], [-2.92435, 1.08175, -5.61378], [-3.42624, 1.64085, -4.02407], [-4.69032, -1.28483, -2.84552], [-3.64753, -0.57104, -1.61834], [-3.41242, -2.24019, -2.09652], [-0.93092, 0.65060, -2.60848], [-0.46557, 0.51026, -4.28871], [0.13262, -1.91421, -5.41836], [0.94212, -3.31031, -4.73744], [2.51949, 0.67833, -4.86568], [1.77555, 0.52956, -6.45926], [3.52905, 0.52267, -6.30139], [3.98171, -1.79802, -3.58846], [4.98662, -1.87917, -5.02921], [4.09074, -3.30128, -4.50185], [1.91704, -2.14139, -7.99575], [2.72781, -3.53807, -7.29787], [3.66905, -2.15040, -7.83069], [3.81410, -0.16825, 0.58171], [2.60225, -0.27399, 0.47024], [1.98664, -1.21536, -0.14592], [1.64674, 0.77312, 1.02767], [2.16343, 1.47927, 2.26660], [0.89100, 2.80151, 2.91787], [0.40113, 4.05370, 1.49347], [-0.46740, 3.62621, 0.48882], [-0.79883, 4.45843, -0.56842], [-0.27217, 5.74011, -0.63256], [0.58291, 6.18404, 0.36299], [0.91678, 5.34373, 1.41640], [-0.76707, 1.95542, 3.49916], [-0.82586, 0.58199, 3.71995], [-2.00361, -0.02312, 4.13605], [-3.13541, 0.74595, 4.35109], [-3.09365, 2.11650, 4.13383], [-1.91958, 2.71359, 3.70224], [1.68081, 3.81063, 4.40111], [0.98814, 4.85461, 5.01204], [1.52385, 5.53281, 6.09554], [2.76840, 5.17252, 6.59121], [3.47168, 4.13815, 5.99596], [2.93000, 3.46491, 4.90918], [0.67810, 0.29693, 1.20914], [1.49958, 1.50154, 0.21976], [3.11141, 1.97145, 2.04403], [2.36307, 0.75567, 3.06097], [-0.90032, 2.63424, 0.53882], [-1.47027, 4.10806, -1.34195], [-0.52994, 6.39176, -1.45687], [0.99121, 7.18540, 0.31935], [1.58928, 5.69808, 2.18778], [0.04501, -0.03869, 3.54186], [-2.03290, -1.09554, 4.27078], [-4.05650, 0.27684, 4.67164], [-3.98180, 2.71728, 4.28671], [-1.90923, 3.77863, 3.50003], [0.01478, 5.14509, 4.63712], [0.96966, 6.34015, 6.55691], [3.18669, 5.69582, 7.44090], [4.44227, 3.85180, 6.37865], [3.49102, 2.66045, 4.45343], [-2.60534, -1.14362, 1.22254], [-1.24529, -0.94392, -0.00226], [-0.98687, 0.11936, 0.06967], [-1.75234, -1.07484, -0.95986]],
  "forces_ev_per_angstrom": [[1.2, 0.9, -0.2], [-0.1, 0.0, 0.0], [0.0, 0.1, 0.0], [0.0, 0.1, 0.1], [-0.1, -0.1, 0.1], [-0.1, 0.0, 0.1], [-0.1, -0.1, 0.1], [0.2, 0.1, -0.1], [-0.1, 0.0, 0.0], [0.0, -0.1, 0.3], [0.0, 0.1, 0.3], [-0.1, -0.1, 0.1], [0.1, 0.2, -0.4], [-0.1, -0.1, -0.4], [-0.9, -1.1, 0.0], [0.0, 0.0, 0.0], [0.0, 0.0, 0.0], [0.0, 0.0, 0.0], [-0.1, -0.1, 0.0], [0.0, 0.0, -0.1], [0.0, -0.1, 0.0], [0.0, 0.1, 0.1], [-0.1, 0.0, -0.1], [0.1, -0.1, 0.1], [0.1, 0.1, -0.1], [0.0, -0.2, -0.1], [-0.2, 0.3, -0.3], [0.3, -0.1, 0.3], [0.1, 0.0, -0.1], [0.0, -0.1, 0.1], [-0.1, 0.1, 0.0], [0.0, 0.0, 0.1], [-0.1, 0.0, 0.0], [0.1, -0.1, 0.1], [0.1, 0.0, -0.1], [-0.1, 0.0, 0.0], [0.1, 0.0, -0.1], [0.0, 0.1, 0.1], [-0.1, 0.0, 0.0], [0.0, 0.1, 0.1], [0.0, -0.1, 0.1], [0.0, 0.0, 0.1], [0.0, 0.0, 0.0], [-0.3, 0.1, -0.1], [0.0, -0.1, 0.0], [0.0, 0.0, 0.1], [-0.1, 0.0, -0.1], [0.1, 0.0, 0.0], [0.0, 0.0, 0.1], [0.1, 0.0, 0.0], [0.0, -0.1, 0.0], [-0.1, 0.0, -0.1], [0.0, -0.1, 0.0], [0.1, 0.0, -0.1], [-0.1, 0.0, 0.0], [0.2, 0.5, 0.3], [0.2, -0.8, -0.5], [0.0, 0.2, 0.1], [0.1, 0.1, 0.1], [0.0, 0.0, 0.1], [0.0, -0.1, 0.1], [0.0, 0.0, 0.0], [0.0, 0.0, 0.0], [0.0, 0.0, 0.0], [0.0, 0.0, 0.0], [0.0, 0.0, 0.0], [0.1, -0.1, 0.0], [0.1, 0.0, 0.0], [0.0, 0.1, 0.2], [0.0, 0.0, 0.1], [0.0, 0.0, 0.0], [0.0, 0.0, 0.0], [-0.1, 0.0, 0.0], [0.0, 0.0, 0.0], [0.0, 0.0, 0.0], [0.0, 0.0, 0.0], [0.0, 0.0, 0.0], [0.0, 0.0, 0.0], [0.2, 0.1, 0.0], [-0.1, 0.0, 0.0], [0.0, 0.0, 0.0], [0.0, 0.0, 0.0], [0.0, -0.1, 0.0], [0.0, 0.0, 0.0], [0.0, 0.0, 0.0], [0.0, 0.0, 0.0], [0.0, 0.0, 0.0], [0.0, 0.0, 0.0], [0.0, 0.0, 0.0], [0.0, 0.0, 0.0], [0.0, 0.0, 0.0], [0.0, 0.1, 0.0], [-0.1, 0.0, 0.0], [0.0, 0.0, 0.0], [0.0, 0.0, 0.0], [0.0, 0.0, 0.0], [0.0, -0.1, 0.0], [-0.1, -0.1, -0.3], [-0.3, 0.2, 0.2], [0.0, -0.1, 0.0], [0.0, 0.0, 0.0]],
  "spin_multiplicity": 2,
  "homo_energy_ev": [-3.9169, -2.4387],
  "s_squared": 1.25,
  "orbital_gap_ev": [5.810, 4.336],
  "charge": -1
}

---

{
  "formula": "C7H12O3",
  "method": "ωB97M-V/def2-TZVPD",
  "species": ["C", "C", "C", "C", "O", "H", "H", "H", "H", "H", "H", "H", "H", "C", "C", "C", "O", "O", "H", "H", "H", "H"],
  "coordinates": [[1.31735, -0.47466, -1.28260], [2.02670, 0.57577, 0.95823], [0.56581, -1.64258, -1.89324], [1.06326, -0.34740, 0.26049], [0.40308, -1.16185, 0.86327], [1.05028, 0.48124, -1.73817], [2.39304, -0.59660, -1.42241], [2.94352, 0.75935, 0.40592], [1.55046, 1.55040, 1.06286], [2.24907, 0.21467, 1.95948], [-0.49985, -1.56548, -1.68552], [0.90644, -2.58073, -1.46173], [0.70959, -1.66337, -2.97166], [-1.91567, 0.59468, 1.92478], [-1.46933, 1.22463, 0.65552], [-1.99816, 0.50274, -0.64015], [-0.69961, 2.14063, 0.52164], [-2.98416, -0.18301, -0.62108], [-1.57829, 0.93457, -1.56685], [-1.68682, 1.23035, 2.77607], [-2.97398, 0.35342, 1.86310], [-1.37270, -0.34677, 2.03206]],
  "forces_ev_per_angstrom": [[-0.9, 0.1, 1.0], [-0.5, 0.7, 0.4], [-0.1, 0.2, 0.0], [2.4, -1.4, -1.1], [-0.6, 0.5, -0.2], [0.0, 0.1, -0.1], [0.0, 0.1, 0.2], [0.0, -0.2, -0.2], [-0.1, 0.1, 0.1], [0.0, -0.1, 0.0], [-0.1, -0.1, -0.1], [0.0, -0.1, 0.0], [0.0, -0.1, 0.0], [-0.1, 0.3, 0.3], [0.2, -1.3, -0.5], [-1.0, 1.4, 0.5], [-0.2, 0.2, -0.1], [0.6, -0.2, -0.1], [0.3, -0.4, -0.1], [-0.1, 0.1, 0.0], [-0.1, 0.0, 0.1], [0.0, 0.0, -0.1]],
  "homo_energy_ev": -9.6963,
  "smiles": "CC(=O)C=O.CCC(C)=O",
  "orbital_gap_ev": 9.411,
  "charge": 0
}

---

What E values result from the calculations? In sequence: -8638.10253 -172109.94360 -13595.13214 eV.